i:
{"formula": "C2H14N2O3", "method": "the ωB97M-V functional and the def2-TZVPD basis", "smiles": "NCCN.O.O.O", "mol_weight_g_mol": 114.14, "homo_ev": -9.651, "species": ["N", "C", "C", "N", "H", "H", "H", "H", "H", "H", "H", "H", "O", "H", "H", "O", "H", "H", "O", "H", "H"], "coordinates": [[-1.29513, -0.39733, 1.83968], [-0.26342, -0.71489, 0.84786], [-0.61884, -0.15456, -0.51318], [0.37117, -0.49245, -1.53175], [-0.84842, -0.29178, 2.74470], [-1.96983, -1.14270, 1.92198], [-0.09455, -1.79028, 0.73823], [0.69490, -0.33159, 1.19675], [-1.58073, -0.57800, -0.79554], [-0.82437, 0.91258, -0.42509], [-0.01620, -0.28463, -2.44206], [1.21100, 0.05729, -1.41566], [0.73702, -3.49224, -1.60509], [0.39419, -2.58430, -1.47135], [0.47235, -3.71958, -2.50078], [1.66328, 2.56316, -0.91980], [2.55387, 2.72870, -0.60361], [1.05586, 2.55082, -0.17283], [-0.15412, 2.46317, 1.77947], [-0.79997, 3.01496, 1.32024], [-0.68805, 1.68366, 2.00781]]}

ii:
{"formula": "C2H14N2O3", "method": "the ωB97M-V functional and the def2-TZVPD basis", "smiles": "NCCN.O.O.O", "mol_weight_g_mol": 114.14, "homo_ev": -8.524, "species": ["N", "C", "C", "N", "H", "H", "H", "H", "H", "H", "H", "H", "O", "H", "H", "O", "H", "H", "O", "H", "H"], "coordinates": [[1.41619, -0.44547, 1.17683], [0.21458, 0.19354, 0.64779], [-0.12282, 0.33108, -0.84447], [1.04450, -0.10592, -1.61573], [1.63726, 0.19797, 1.92192], [2.14823, -0.43810, 0.46664], [0.00368, 1.12864, 1.25340], [-0.58225, -0.44922, 1.01095], [-1.04962, -0.21954, -1.12420], [-0.30935, 1.41564, -1.00465], [1.03716, 0.16918, -2.57596], [1.85139, 0.37065, -1.20331], [-0.24772, -5.95216, 1.92663], [-0.56174, -5.46488, 2.68692], [-0.62524, -6.80468, 1.72805], [1.86190, 3.50031, -0.47737], [1.94316, 4.04844, 0.35071], [2.69072, 3.08653, -0.73145], [-3.95808, 1.45826, -1.14874], [-3.56399, 2.32066, -0.93251], [-4.82797, 1.65909, -1.51145]]}

iii:
{"formula": "C2H14N2O3", "method": "the ωB97M-V functional and the def2-TZVPD basis", "smiles": "CNCN.O.O.O", "mol_weight_g_mol": 114.14, "homo_ev": -9.173, "species": ["C", "N", "C", "N", "H", "H", "H", "H", "H", "H", "H", "H", "O", "H", "H", "O", "H", "H", "O", "H", "H"], "coordinates": [[-1.17160, -1.73832, -1.18896], [-1.31247, -0.58431, -0.32379], [-0.66552, 0.58647, -0.86302], [-1.08146, 1.85961, -0.30415], [-0.12068, -1.98125, -1.31494], [-1.63445, -2.61192, -0.71486], [-1.71120, -1.63626, -2.14115], [-2.27389, -0.42159, -0.04249], [-0.72678, 0.56041, -1.96984], [0.42097, 0.53089, -0.70190], [-2.08519, 1.92177, -0.14511], [-0.94002, 2.60549, -0.96927], [-0.15015, 0.36457, 2.28779], [-0.92157, -0.13899, 2.04958], [-0.02122, 1.07540, 1.66433], [3.43830, 1.02216, 0.16887], [2.77139, 0.34724, 0.03285], [2.97025, 1.71885, 0.63700], [1.77520, -1.35539, 0.92438], [2.41799, -1.28373, 1.64906], [1.02210, -0.84110, 1.26561]]}

Verdict on stability: ii comes out at the bottom.

i:
{"formula": "C7H6O2", "method": "the ωB97M-V functional and the def2-TZVPD basis", "smiles": "O=Cc1cccc(O)c1", "mol_weight_g_mol": 122.12, "homo_ev": -9.115, "species": ["O", "C", "C", "C", "C", "C", "C", "O", "C", "H", "H", "H", "H", "H", "H"], "coordinates": [[3.38869, -0.23840, -0.07610], [2.31792, -0.81162, -0.04024], [1.02766, -0.16745, 0.08227], [0.82737, 1.18732, 0.06173], [-0.47738, 1.69905, -0.05793], [-1.62522, 0.94950, -0.09659], [-1.38081, -0.46098, -0.07320], [-2.48225, -1.19085, -0.03354], [-0.13551, -0.94208, -0.09435], [2.27016, -1.97695, 0.07638], [1.71489, 1.85343, 0.02111], [-0.48771, 2.78693, 0.06532], [-2.63999, 1.33696, -0.08771], [-2.45516, -1.98366, 0.52341], [0.13732, -2.04120, -0.27057]]}

ii:
{"formula": "C7H6O2", "method": "the ωB97M-V functional and the def2-TZVPD basis", "smiles": "Cc1ccc2c(c1O)O2", "mol_weight_g_mol": 122.12, "homo_ev": -8.743, "species": ["C", "C", "C", "C", "C", "C", "C", "O", "O", "H", "H", "H", "H", "H", "H"], "coordinates": [[0.24356, -1.17200, 0.30097], [-0.26938, 0.20630, -0.12464], [0.59711, 1.28889, 0.01459], [0.37497, 2.57474, -0.42446], [-0.89362, 2.59614, -1.05427], [-2.14845, 2.02172, -0.83967], [-1.56991, 0.42092, -0.29589], [-2.58734, -0.43734, 0.01452], [-1.41771, 2.35534, -2.24055], [-0.51740, -1.98099, -0.01106], [1.21927, -1.06323, -0.33279], [0.52280, -1.29589, 1.27562], [1.58024, 1.01144, 0.26712], [1.17178, 3.25592, -0.53708], [-3.34503, -0.01308, -0.39863]]}

Verdict on stability: ii comes out at the bottom.

i:
{"formula": "C14H42O7", "method": "the ωB97M-V functional and the def2-TZVPD basis", "smiles": "CCO.CCO.CCO.CCO.CCO.CCO.CCO", "mol_weight_g_mol": 322.48, "homo_ev": -9.900, "species": ["C", "C", "O", "H", "H", "H", "H", "H", "H", "C", "C", "O", "H", "H", "H", "H", "H", "H", "C", "C", "O", "H", "H", "H", "H", "H", "H", "C", "C", "O", "H", "H", "H", "H", "H", "H", "C", "C", "O", "H", "H", "H", "H", "H", "H", "C", "C", "O", "H", "H", "H", "H", "H", "H", "C", "C", "O", "H", "H", "H", "H", "H", "H"], "coordinates": [[8.08027, 1.84532, -2.54774], [7.59179, 0.47473, -2.19026], [6.44195, 0.29941, -2.97961], [9.05843, 1.99930, -2.09209], [7.30008, 2.57564, -2.33322], [8.13552, 1.86278, -3.63620], [7.27154, 0.45443, -1.14858], [8.29396, -0.32388, -2.42963], [5.67751, 0.24521, -2.40143], [-0.11489, -1.31824, 0.48966], [0.89116, -1.36834, -0.65057], [2.07448, -0.67791, -0.41294], [-0.66450, -0.38194, 0.58652], [0.15978, -1.76924, 1.44320], [-0.92933, -1.95089, 0.13670], [0.49479, -1.06714, -1.62025], [1.20696, -2.40563, -0.76192], [2.39151, -0.89805, 0.46606], [-4.39576, 5.51849, -2.85335], [-4.55567, 4.77379, -1.56938], [-4.31421, 3.49345, -1.86932], [-4.68616, 6.55381, -2.67478], [-5.13263, 5.06297, -3.51489], [-3.39665, 5.49542, -3.28848], [-5.54630, 4.93280, -1.14342], [-3.81310, 5.09623, -0.83950], [-4.58825, 2.94312, -1.13201], [5.03731, -3.89853, 2.33685], [4.66680, -3.06209, 3.59678], [4.25965, -1.78860, 3.08340], [4.32004, -3.69820, 1.54093], [5.12112, -4.94328, 2.63613], [6.06146, -3.68069, 2.03393], [5.55848, -2.94301, 4.21227], [3.81443, -3.40566, 4.18289], [4.27486, -1.24592, 3.87515], [-1.93638, 1.23379, -6.62751], [-3.13619, 2.10521, -6.88826], [-4.17453, 1.78279, -5.91107], [-2.05382, 0.20957, -6.98147], [-1.64864, 1.24441, -5.57623], [-1.10977, 1.55867, -7.25939], [-3.47212, 1.87721, -7.89982], [-2.94486, 3.17651, -6.82652], [-3.90472, 2.18635, -5.08285], [-5.89415, -2.06351, -1.42405], [-6.53489, -1.67875, -0.10981], [-5.91213, -0.52247, 0.49554], [-6.14346, -1.30493, -2.16599], [-6.32691, -2.99211, -1.79625], [-4.81960, -2.22129, -1.33168], [-6.40955, -2.50473, 0.59029], [-7.60701, -1.48987, -0.16434], [-6.19006, -0.39136, 1.40501], [-0.04762, -1.76371, 7.78628], [0.71760, -1.59571, 9.08791], [1.49089, -0.46647, 8.95021], [-0.51893, -0.82528, 7.49416], [-0.77537, -2.56820, 7.89257], [0.60601, -2.02008, 6.95254], [1.48877, -2.33969, 9.28759], [0.02720, -1.54992, 9.93014], [1.18379, 0.12390, 9.64213]]}

ii:
{"formula": "C14H42O7", "method": "the ωB97M-V functional and the def2-TZVPD basis", "mol_weight_g_mol": 322.48, "homo_ev": -6.902, "species": ["C", "C", "O", "H", "H", "H", "H", "H", "H", "C", "C", "O", "H", "H", "H", "H", "H", "H", "C", "C", "O", "H", "H", "H", "H", "H", "H", "C", "C", "O", "H", "H", "H", "H", "H", "H", "C", "C", "O", "H", "H", "H", "H", "H", "H", "C", "C", "O", "H", "H", "H", "H", "H", "H", "C", "C", "O", "H", "H", "H", "H", "H", "H"], "coordinates": [[-10.17195, 14.49311, -5.44193], [-10.58711, 13.27127, -6.39523], [-11.94924, 13.16376, -6.32123], [-10.62606, 15.41696, -5.80022], [-9.13547, 14.82851, -5.47843], [-10.51435, 14.47330, -4.40730], [-10.09944, 12.37550, -6.01067], [-10.17604, 13.45846, -7.38723], [-12.14904, 12.23762, -6.47596], [-4.22926, 16.21618, -7.17064], [-4.34365, 16.95582, -5.81372], [-3.10205, 17.62758, -5.57342], [-3.75841, 15.23350, -7.14339], [-3.72622, 16.84397, -7.90612], [-5.25102, 16.09084, -7.52893], [-4.64055, 16.36971, -4.94400], [-5.14826, 17.68826, -5.87880], [-3.01044, 18.45650, -6.04893], [-6.12166, 17.91124, -3.25804], [-7.47778, 18.26438, -3.87801], [-7.51524, 17.92771, -5.24058], [-5.97017, 16.83610, -3.35418], [-6.35793, 17.97540, -2.19589], [-5.33039, 18.61570, -3.51442], [-7.78684, 19.30915, -3.84610], [-8.28662, 17.75243, -3.35666], [-7.40940, 16.97360, -5.24856], [-9.14905, 16.71333, -5.47862], [-10.06861, 17.85993, -5.80208], [-10.84769, 17.24016, -6.76787], [-8.68695, 16.15324, -6.29155], [-9.63116, 15.88966, -4.95210], [-8.41437, 17.15510, -4.80543], [-9.62560, 18.74773, -6.25336], [-10.70019, 18.12735, -4.95491], [-11.63549, 16.94049, -6.30833], [-4.86073, 15.63063, -2.62626], [-6.28253, 15.06029, -2.25661], [-6.72755, 14.31468, -3.37669], [-5.02317, 16.33090, -3.44560], [-4.27285, 14.80116, -3.01932], [-4.47350, 16.20650, -1.78572], [-7.04943, 15.81232, -2.07110], [-6.41345, 14.52697, -1.31505], [-7.27175, 13.64851, -2.95048], [-4.74504, 13.06251, -4.94480], [-3.76803, 11.94681, -5.03833], [-2.39968, 12.36123, -4.99317], [-5.74511, 12.65306, -5.08732], [-4.60732, 13.69931, -5.81867], [-4.59595, 13.63377, -4.02853], [-4.03196, 11.32001, -5.89013], [-4.00824, 11.46075, -4.09273], [-2.18129, 12.92361, -4.24641], [-5.97751, 14.96392, -6.03967], [-7.40854, 15.13591, -5.39176], [-7.25369, 16.02541, -4.30865], [-5.63415, 15.99842, -6.03422], [-5.85775, 14.39185, -6.95972], [-5.39038, 14.43093, -5.29181], [-7.84034, 14.15578, -5.18926], [-8.13414, 15.65298, -6.01965], [-7.11036, 15.38624, -3.60687]]}

Verdict on stability: ii comes out at the bottom.